1.
Here is C19H23F5FeNOP as an isolated structure at a distorted geometry from the OMol25 dataset. Energies are from ωB97M-V/def2-TZVPD.

The geometry in XYZ format:
```
51
Properties=species:S:1:pos:R:3:lowdin_spin:R:1
C 0.429 4.051 0.589 0.0066
C -0.432 3.118 1.160 0.0035
C -0.274 1.731 0.918 0.0252
C 0.844 1.279 0.213 0.0946
C 1.598 2.232 -0.483 0.0190
C 1.459 3.609 -0.243 0.0013
C -1.400 0.859 1.397 0.0034
C -2.758 1.269 0.765 0.0002
N -2.795 1.170 -0.670 0.0003
Fe 1.696 -0.737 0.423 3.5181
C 2.580 1.782 -1.531 0.0095
P 2.342 -0.039 -1.686 0.0791
H -1.248 3.450 1.811 0.0007
H 2.148 4.311 -0.725 0.0005
H 0.286 5.116 0.778 0.0004
H 3.626 1.987 -1.254 0.0004
H 2.400 2.231 -2.523 0.0014
H -1.214 -0.199 1.190 0.0002
H -1.503 0.970 2.487 0.0003
H -3.538 0.598 1.174 0.0001
C 3.739 -0.623 -2.646 0.0213
C 0.937 -0.087 -2.853 0.0138
H -3.010 2.303 1.044 0.0000
C -3.010 2.318 -1.492 0.0000
C -2.796 -0.125 -1.285 0.0000
H 3.165 0.068 0.680 0.0215
H -4.084 2.457 -1.727 0.0000
H -2.647 3.213 -0.965 0.0000
H -2.454 2.200 -2.439 0.0000
H -3.824 -0.498 -1.444 0.0000
H -2.292 -0.077 -2.261 0.0000
H -2.273 -0.849 -0.647 -0.0001
H 1.055 0.722 -3.591 0.0028
H 0.946 -1.068 -3.348 0.0002
H -0.015 0.038 -2.317 0.0006
H 4.217 0.214 -3.170 0.0037
H 4.459 -1.098 -1.970 0.0017
H 3.374 -1.369 -3.364 0.0000
H 3.392 -0.642 0.486 0.0241
F -0.646 -5.804 4.293 0.0013
C -0.460 -4.839 3.376 0.0044
C 0.837 -4.523 2.966 -0.0005
F 1.881 -5.189 3.502 -0.0004
C 1.032 -3.513 2.047 0.0079
F 2.311 -3.208 1.681 0.0207
C -0.055 -2.786 1.492 0.0132
O 0.126 -1.820 0.630 0.0940
C -1.360 -3.155 1.919 0.0048
F -2.442 -2.510 1.406 0.0010
C -1.556 -4.135 2.868 -0.0005
F -2.794 -4.404 3.337 -0.0004
```

As for the expectation value of S²: 6.0199. The total energy is -2972.02838 Eh. Its energy above the lowest of the compared OMol25 structures with the same formula, charge and spin is 0.0 kcal per mole. The HOMO-LUMO gap (alpha / beta) is 7.56 / 6.55 eV. Its multiplicity is 5.

2.
Here is a single C3H4N4O2 molecule at a distorted geometry from the OMol25 dataset. Energies are from ωB97M-V/def2-TZVPD.

The geometry in XYZ format:
```
13
Properties=species:S:1:pos:R:3:mulliken_charge:R:1
H 2.614 -1.336 -0.052 0.3117
N 3.106 -0.469 -0.265 -0.4814
N 2.239 0.498 -0.141 -0.1329
C 0.896 0.276 0.106 0.1629
C 0.028 1.315 0.012 -0.0100
N -1.347 1.023 0.480 -0.3387
O -1.951 0.083 -0.436 -0.2140
C -1.579 -1.222 -0.282 0.2738
N -0.531 -1.666 0.294 -0.3471
O 0.636 -0.968 0.655 -0.2862
H 0.370 2.304 -0.152 0.4410
H -2.036 1.938 0.587 0.3128
H -2.446 -1.776 -0.806 0.3081
```

The total energy is -485.96373 Eh. Its energy above the lowest of the compared OMol25 structures with the same formula, charge and spin is 165.3 kcal per mole. The HOMO-LUMO gap is 8.71 eV. The SMILES is [H]/N=N\c1c[nH]ocno1.

3.
Here is a single C4H9NO molecule at a distorted geometry from the OMol25 dataset. Energies are from ωB97M-V/def2-TZVPD.

The geometry in XYZ format:
```
15
Properties=species:S:1:pos:R:3:mulliken_charge:R:1
C 0.081 0.998 1.566 -0.5283
O 1.046 0.039 1.280 -0.3662
C 0.752 -0.536 0.018 0.0596
C -0.716 -1.155 -0.184 -0.4166
N -0.618 -0.766 -1.614 -0.4785
C 0.512 0.212 -1.285 -0.4422
H -1.072 0.763 1.251 0.2057
H 0.355 2.004 0.933 0.2079
H 0.302 1.187 2.759 0.2183
H 1.516 -1.354 -0.174 0.3314
H -0.922 -2.176 -0.033 0.3188
H -1.371 -0.678 0.556 0.1153
H -1.405 0.000 -1.811 0.2660
H 0.192 1.280 -1.198 0.2769
H 1.348 0.183 -2.064 0.2318
```

The total energy is -287.67690 Eh. Its energy above the lowest of the compared OMol25 structures with the same formula, charge and spin is 97.6 kcal per mole. The HOMO-LUMO gap is 10.56 eV. The SMILES is COC1CNC1.

Q: Look up the energy above the lowest of the compared OMol25 structures with the same formula, charge and spin of the third one.
A: 97.6 kcal per mole

Q: Look up the energy above the lowest of the compared OMol25 structures with the same formula, charge and spin of the second one.
A: 165.3 kcal per mole

Q: energy above the lowest of the compared OMol25 structures with the same formula, charge and spin of number 2 (C3H4N4O2)?
A: 165.3 kcal per mole